No. 1
Formula: C2H5FO
Source: OMol25
Level of theory: the ωB97M-V functional and the def2-TZVPD basis

XYZ file:
```
9
Properties=species:S:1:pos:R:3:forces:R:3:nbo_charge:R:1
C 0.307 0.742 -0.065 -1.586 -4.463 1.566 -0.067
C -0.393 -1.110 0.010 0.627 3.065 -1.379 -0.029
O 0.927 0.785 1.155 -0.910 0.756 3.027 -0.717
F -1.187 -0.997 1.143 0.320 -0.288 0.157 -0.393
H 1.147 0.749 -0.780 -1.270 0.667 -0.390 0.203
H -0.678 1.306 0.035 1.440 -0.369 -1.501 0.185
H -1.113 -1.099 -0.868 1.183 -0.920 0.913 0.161
H 0.421 -1.930 0.166 -1.599 1.603 -0.542 0.181
H 0.216 0.759 1.891 1.795 -0.050 -1.851 0.476
```
Forces are in eV/Å.

Computed properties:
DFT total energy   -6917.39834 eV
Highest occupied orbital energy   -0.3257 Ha
ΔE to the lowest compared entry with this formula, charge and spin   213.42 kJ/mol
2S+1   1
Gap between HOMO and LUMO   9.9 eV
E_LUMO   1.0 eV

---

No. 2
Formula: C36H35BClCrIN6O3S2
Source: OMol25
Level of theory: the ωB97M-V functional and the def2-TZVPD basis

XYZ file:
```
86
Properties=species:S:1:pos:R:3:forces:R:3:lowdin_spin:R:1
Cr 1.256 0.026 -0.515 0.412 -0.139 -0.093 3.037
C 1.037 4.243 0.732 0.002 0.012 0.042 0.092
C 1.225 3.128 -0.039 -0.034 -0.028 -0.041 0.070
N 1.162 1.862 0.427 0.019 0.137 0.166 0.169
C 0.843 1.710 1.771 -0.046 -0.004 -0.038 0.106
C 0.656 2.820 2.633 -0.011 -0.061 0.090 0.018
C 0.757 4.093 2.112 -0.002 0.055 -0.046 0.149
C 0.376 2.544 4.027 0.009 0.038 -0.064 0.017
C 0.289 1.286 4.502 0.010 -0.066 -0.011 -0.015
C 0.455 0.151 3.633 -0.010 0.093 0.030 0.045
C 0.397 -1.167 4.046 0.014 -0.075 -0.008 0.037
C 0.579 -2.198 3.121 0.000 0.019 0.030 0.087
C 0.806 -1.873 1.792 -0.003 0.001 -0.028 0.015
N 0.875 -0.615 1.364 -0.001 -0.035 0.213 0.081
C 0.715 0.410 2.262 0.001 -0.030 -0.021 0.087
H 1.118 5.221 0.279 -0.009 0.000 -0.001 0.004
H 1.434 3.237 -1.094 0.001 -0.006 0.001 0.003
H 0.611 4.956 2.749 0.013 -0.002 0.003 0.008
H 0.240 3.389 4.691 0.006 0.003 -0.004 0.001
H 0.091 1.106 5.553 -0.007 -0.004 -0.003 -0.001
H 0.216 -1.392 5.091 -0.005 0.007 -0.001 0.001
H 0.540 -3.237 3.416 -0.005 0.003 0.002 0.006
H 0.929 -2.634 1.029 -0.005 0.009 0.001 -0.001
Cl 1.289 -2.338 -6.986 -0.003 0.000 0.036 0.002
C 1.310 -2.182 -5.251 -0.004 0.020 -0.064 0.009
C 1.191 -3.296 -4.472 0.019 -0.029 0.056 -0.003
C 1.200 -3.199 -3.069 0.008 0.024 -0.023 0.009
I 1.117 -4.902 -1.886 -0.005 -0.045 -0.018 0.002
C 1.300 -1.976 -2.431 -0.027 0.090 -0.006 0.001
O 1.294 -1.808 -1.145 0.064 -0.199 -0.021 0.016
C 1.472 -0.820 -3.264 0.007 -0.005 0.023 0.005
N 1.661 0.359 -2.596 -0.077 -0.167 0.054 -0.005
C 1.856 1.449 -3.297 0.005 0.066 -0.038 0.016
C 1.855 1.465 -4.702 0.004 0.017 0.058 -0.002
C 1.657 0.300 -5.384 -0.008 -0.033 -0.002 0.012
C 1.474 -0.903 -4.668 0.004 0.028 -0.036 -0.001
H 1.094 -4.265 -4.941 -0.011 -0.004 0.011 0.000
H 2.021 2.366 -2.749 -0.006 -0.009 0.014 0.001
H 2.008 2.401 -5.220 0.003 -0.002 0.000 0.000
H 1.645 0.282 -6.465 0.007 -0.010 0.001 0.001
S 4.675 -2.720 0.803 -0.018 -0.002 -0.001 0.004
C 3.997 -1.575 -0.294 0.058 -0.021 0.006 0.010
N 3.697 -0.414 0.184 -0.133 -0.058 -0.084 0.012
C 4.039 -0.351 1.533 -0.015 0.139 -0.060 0.001
C 3.900 0.776 2.345 -0.027 -0.007 0.028 0.000
C 4.261 0.682 3.671 0.020 -0.011 0.007 0.002
C 4.767 -0.515 4.198 -0.018 0.012 -0.002 0.000
C 4.934 -1.628 3.401 -0.016 -0.005 -0.014 0.002
C 4.569 -1.531 2.060 0.045 -0.010 0.029 0.000
H 3.814 -1.860 -1.320 -0.010 -0.004 0.024 0.000
H 3.510 1.694 1.925 0.006 0.002 -0.006 0.000
H 4.152 1.544 4.316 -0.007 -0.005 0.003 0.000
H 5.038 -0.564 5.245 0.004 0.002 -0.001 0.000
H 5.334 -2.548 3.805 0.007 0.003 0.000 0.000
C -3.358 0.828 -2.987 0.032 -0.035 -0.008 0.000
C -2.449 1.540 -1.995 0.003 0.015 0.017 -0.005
C -2.267 2.992 -2.419 -0.006 -0.004 -0.001 0.000
O -1.147 0.923 -2.088 0.036 0.027 0.192 -0.008
B -0.766 0.423 -0.857 -0.307 0.335 -0.379 -0.069
O -1.756 0.596 0.086 0.060 -0.188 0.060 -0.014
C -2.852 1.350 -0.478 -0.073 0.001 -0.029 -0.006
C -4.129 0.549 -0.269 0.015 0.002 0.016 0.000
C -2.932 2.644 0.322 0.019 0.001 0.004 0.000
H -2.976 0.998 -3.994 -0.002 0.009 0.003 0.000
H -4.379 1.210 -2.937 0.006 -0.010 -0.009 0.000
H -3.363 -0.246 -2.810 -0.018 -0.012 0.029 0.000
H -1.848 3.002 -3.427 -0.023 0.008 -0.009 0.000
H -1.577 3.518 -1.761 0.000 -0.003 -0.003 0.001
H -3.218 3.528 -2.437 0.000 -0.001 0.010 0.000
H -4.096 -0.403 -0.795 0.025 -0.049 0.012 0.000
H -5.002 1.110 -0.610 0.003 0.002 -0.002 0.000
H -4.245 0.354 0.798 -0.015 0.007 0.000 0.000
H -1.973 3.164 0.332 0.012 0.007 -0.010 0.000
H -3.187 2.402 1.355 0.007 -0.002 -0.002 0.000
H -3.697 3.314 -0.073 0.004 0.003 0.007 0.000
C -4.875 -3.772 1.561 0.011 -0.001 -0.017 0.000
N -4.189 -3.599 0.301 0.037 -0.032 0.004 0.000
C -3.046 -2.901 0.123 0.091 -0.016 0.100 0.000
N -2.545 -2.277 1.209 -0.066 0.038 -0.053 0.001
S -2.277 -2.840 -1.362 -0.070 0.055 -0.083 -0.003
H -5.830 -4.256 1.373 0.009 -0.018 0.004 0.000
H -5.089 -2.806 2.024 -0.022 0.003 0.003 0.000
H -4.309 -4.387 2.267 0.016 0.019 0.003 0.000
H -4.448 -4.169 -0.485 -0.038 0.039 -0.033 0.000
H -3.068 -2.207 2.065 -0.002 0.008 -0.001 0.000
H -1.845 -1.573 1.037 0.032 0.084 -0.022 0.000
```
Forces are in eV/Å.

Computed properties:
DFT total energy   -124380.93277 eV
Highest occupied orbital energy (alpha / beta)   -0.1812 / -0.2737 Ha
ΔE to the lowest compared entry with this formula, charge and spin   62.83 kJ/mol
<S²>   6.099
2S+1   5
Gap between HOMO and LUMO (alpha / beta)   4.9 / 7.3 eV
E_LUMO (alpha / beta)   0.0 / -0.1 eV

---

No. 3
Formula: C29H38N3PdSSi2
Source: OMol25
Level of theory: the ωB97M-V functional and the def2-TZVPD basis

XYZ file:
```
74
Properties=species:S:1:pos:R:3:forces:R:3:lowdin_charge:R:1
Pd 0.680 0.440 -1.074 -0.004 -0.184 0.158 0.529
C -0.848 1.290 2.619 0.044 0.033 -0.037 -0.186
Si 0.281 2.383 1.538 0.044 0.005 -0.095 0.437
C -0.789 3.302 0.279 0.013 0.002 0.070 -0.199
C 0.843 3.755 2.740 -0.019 -0.030 -0.039 -0.195
C 1.608 1.390 0.722 -0.241 -0.152 -0.171 -0.444
C 2.240 0.326 1.497 0.005 0.072 0.166 -0.391
C 2.254 0.337 2.918 -0.038 -0.036 0.033 -0.056
C 2.814 -0.696 3.634 0.014 0.002 -0.046 -0.099
C 3.420 -1.749 2.953 -0.017 0.018 0.006 -0.121
C 3.415 -1.673 1.570 0.009 -0.056 -0.039 -0.198
N 2.844 -0.709 0.860 0.015 0.040 0.023 0.081
Si 2.725 2.197 -0.511 0.428 0.380 0.002 0.383
C 1.938 3.448 -1.709 0.046 -0.041 0.038 -0.197
C 3.966 1.095 -1.421 -0.101 0.084 -0.041 -0.195
C 3.918 3.369 0.434 -0.005 -0.097 0.026 -0.196
H -1.883 1.641 2.559 -0.004 0.001 -0.013 0.019
H -0.553 1.321 3.671 -0.001 0.015 -0.007 0.019
H -0.819 0.245 2.308 -0.024 -0.038 -0.017 0.003
H -1.823 3.351 0.630 0.001 0.024 0.019 0.020
H -0.794 2.778 -0.677 -0.034 -0.021 -0.007 -0.011
H -0.436 4.325 0.124 0.025 -0.015 -0.018 0.019
H -0.036 4.271 3.142 -0.004 0.006 0.000 0.020
H 1.459 4.499 2.228 -0.015 0.003 -0.006 0.007
H 1.421 3.380 3.589 0.017 -0.021 -0.011 0.012
H 1.823 1.176 3.446 -0.002 -0.002 -0.017 0.072
H 2.798 -0.672 4.719 0.004 -0.007 0.003 0.095
H 3.885 -2.581 3.465 -0.002 0.001 0.008 0.080
H 3.889 -2.460 0.986 0.004 0.001 0.001 0.097
H 1.035 3.099 -2.203 0.001 -0.028 0.005 -0.012
H 2.687 3.675 -2.476 -0.008 0.026 -0.003 0.024
H 1.710 4.381 -1.186 -0.010 0.007 0.005 0.018
H 3.492 0.389 -2.105 -0.022 0.012 0.003 -0.004
H 4.535 0.517 -0.691 -0.001 -0.006 -0.008 0.012
H 4.661 1.733 -1.978 -0.006 -0.003 -0.022 0.020
H 3.364 4.101 1.029 0.005 -0.002 -0.011 -0.001
H 4.575 3.917 -0.249 0.004 -0.012 -0.012 0.015
H 4.551 2.799 1.123 -0.001 0.003 0.010 0.020
C 1.734 0.158 -4.549 -0.011 0.030 -0.005 -0.121
C 1.883 -1.108 -3.965 -0.025 -0.025 0.056 -0.118
C 0.990 -1.499 -2.994 0.066 0.016 -0.029 -0.175
N -0.087 -0.761 -2.617 -0.144 -0.025 0.040 -0.087
C -0.184 0.489 -3.138 0.057 0.080 0.034 -0.265
C 0.714 0.968 -4.116 0.018 0.007 -0.022 -0.108
H 2.428 0.500 -5.307 0.001 -0.003 -0.002 0.094
H 2.694 -1.767 -4.246 0.002 0.001 -0.007 0.091
H 1.077 -2.462 -2.504 0.006 -0.004 -0.010 0.098
H -1.107 1.022 -2.931 -0.012 -0.022 -0.006 0.085
H 0.578 1.965 -4.513 0.009 -0.001 -0.001 0.096
N -2.445 0.360 -0.427 -0.120 -0.162 -0.102 -0.320
S -2.777 -1.022 -1.083 -0.038 0.015 0.104 0.961
C -1.796 -2.364 -0.369 -0.041 -0.017 -0.066 -0.401
C -2.130 -3.685 -0.643 -0.001 -0.026 -0.018 -0.095
C -1.350 -4.707 -0.128 -0.006 0.007 -0.006 -0.094
C -0.241 -4.407 0.659 0.024 0.006 0.008 -0.089
C 0.090 -3.086 0.917 -0.030 0.016 -0.011 -0.056
C -0.686 -2.058 0.393 0.025 0.020 0.075 -0.094
C -4.367 -1.629 -0.451 -0.035 0.029 -0.008 -0.389
C -5.438 -1.676 -1.330 0.034 -0.008 -0.013 -0.096
C -6.697 -2.045 -0.870 -0.014 -0.006 0.008 -0.092
C -6.881 -2.355 0.468 0.010 0.004 -0.009 -0.097
C -5.806 -2.297 1.350 -0.012 0.000 0.007 -0.081
C -4.551 -1.936 0.892 0.038 0.021 -0.013 -0.077
H -2.472 0.302 0.592 0.070 0.044 0.030 -0.029
H -3.001 -3.916 -1.246 0.001 0.005 -0.005 0.109
H -1.608 -5.737 -0.336 0.006 -0.002 0.001 0.096
H 0.367 -5.207 1.062 0.000 0.002 0.003 0.097
H 0.958 -2.836 1.513 0.032 -0.019 0.009 0.090
H -0.404 -1.020 0.550 -0.028 0.039 -0.002 0.054
H -5.282 -1.422 -2.372 -0.005 0.000 0.000 0.102
H -7.532 -2.086 -1.558 0.000 0.001 0.000 0.098
H -7.862 -2.640 0.828 0.000 -0.002 0.000 0.097
H -5.951 -2.537 2.396 0.004 0.001 -0.001 0.101
H -3.708 -1.894 1.572 -0.003 -0.006 0.006 0.118
```
Forces are in eV/Å.

Computed properties:
DFT total energy   -65231.64778 eV
Highest occupied orbital energy   -0.1147 Ha
ΔE to the lowest compared entry with this formula, charge and spin   0.00 kJ/mol
Charge   -1
2S+1   1
Gap between HOMO and LUMO   5.5 eV
E_LUMO   2.4 eV

---

No. 4
Formula: C16H15AlAsNO4S4Se
Source: OMol25
Level of theory: the ωB97M-V functional and the def2-TZVPD basis

XYZ file:
```
43
Properties=species:S:1:pos:R:3:forces:R:3:nbo_charge:R:1
Al -0.978 -1.686 0.648 -0.302 -0.930 0.361 1.750
O 0.605 -5.030 -0.683 -0.216 0.276 -0.161 -0.729
C -0.312 -4.052 -0.401 0.157 0.561 0.445 0.557
O 0.196 -2.824 -0.070 0.495 -0.932 -0.593 -0.953
C -1.656 -4.181 -0.312 0.422 0.294 -0.198 -0.076
C -2.612 -5.152 -0.766 -0.187 -0.340 0.035 -0.208
C -3.886 -4.758 -1.000 0.177 -0.361 0.027 -0.249
C -4.290 -3.382 -0.844 -0.231 0.684 0.058 -0.365
C -3.402 -2.538 -0.245 -0.046 -0.879 -0.283 0.115
N -2.214 -2.981 0.185 -0.075 -0.014 0.311 -0.789
C -3.474 -1.059 -0.037 -0.787 0.699 -0.165 0.768
O -4.477 -0.393 -0.230 -0.055 -0.119 0.007 -0.646
O -2.328 -0.538 0.334 -0.011 0.723 0.132 -0.877
H 1.352 -4.870 -0.078 -0.070 0.124 0.119 0.507
H -2.277 -6.163 -0.953 -0.100 -0.157 -0.025 0.196
H -4.627 -5.475 -1.340 0.072 -0.054 -0.050 0.181
H -5.251 -3.039 -1.196 -0.025 0.104 0.000 0.203
S 3.118 -1.124 3.809 0.044 0.426 0.111 -0.748
As 1.885 -2.026 2.381 0.292 0.194 -0.019 0.978
S -0.238 -1.567 2.783 0.126 0.187 -0.094 -0.672
S 2.476 -0.830 0.302 0.802 -0.693 0.952 -0.348
S 2.340 -4.048 2.171 -0.038 -0.384 -0.403 -0.722
C 2.216 6.021 0.073 -0.005 -0.083 -0.023 -0.621
C 1.830 4.575 -0.069 -0.082 0.026 -0.114 -0.013
C 1.619 3.776 1.042 0.031 0.006 -0.090 -0.231
C 1.226 2.446 0.935 -0.090 0.005 0.031 -0.003
C 0.980 1.663 2.176 -0.047 -0.187 0.044 -0.672
C 1.071 1.886 -0.338 -0.242 -0.404 0.150 -0.086
Se 0.696 -0.061 -0.565 -0.074 1.208 -0.567 0.293
C 1.267 2.679 -1.470 -0.078 -0.159 -0.063 -0.041
C 1.093 2.180 -2.875 -0.055 -0.201 0.018 -0.639
C 1.636 4.010 -1.320 0.045 0.003 0.180 -0.245
H 2.286 6.295 1.123 0.014 0.074 0.057 0.208
H 1.481 6.670 -0.406 -0.022 0.042 0.011 0.207
H 3.180 6.218 -0.396 0.088 0.035 -0.024 0.207
H 1.764 4.195 2.030 -0.049 0.019 0.103 0.196
H 0.798 2.313 3.029 0.013 0.125 0.043 0.203
H 1.852 1.044 2.415 -0.167 -0.087 0.039 0.272
H 0.114 1.008 2.057 0.228 0.032 0.087 0.251
H 0.789 1.135 -2.884 0.065 0.108 -0.184 0.238
H 2.036 2.287 -3.413 -0.018 -0.073 -0.124 0.208
H 0.335 2.772 -3.388 -0.014 -0.014 -0.070 0.208
H 1.777 4.604 -2.215 0.016 0.115 -0.068 0.188
```
Forces are in eV/Å.

Computed properties:
DFT total energy   -202646.46762 eV
Highest occupied orbital energy   -0.0079 Ha
Charge   -2
2S+1   1
Gap between HOMO and LUMO   4.3 eV
E_LUMO   4.1 eV